121
Properties=species:S:1:pos:R:3:forces:R:3 method="wB97M-V/def2-TZVPD" energy_ha=-6212.9298 homo_lumo_gap_ev=4.6 total_charge=0
O -1.10890 -0.59393 -3.26095 -1.1 0.6 -0.7
O 4.09250 0.98516 0.49776 0.5 -1.0 -0.5
H -3.76481 -2.80169 -3.76384 0.4 1.0 -0.7
C -0.14890 -1.09249 1.62536 -0.8 -0.7 0.3
H -7.38523 -2.41657 -3.40219 0.3 -0.2 0.6
F -1.64879 -2.88383 5.96090 -0.1 -0.4 -0.1
H 3.70805 1.54729 -3.35565 0.2 -0.8 0.6
H 4.13695 1.51636 4.35806 0.0 -0.9 0.0
O 2.75299 -2.30557 6.89476 0.3 0.6 -2.2
H 2.56026 3.81801 6.40014 -1.1 0.0 -0.7
H -3.98566 6.19770 3.05948 0.9 0.1 0.9
H -6.25935 -2.78396 -4.65239 0.2 0.1 -0.3
C 1.35083 -1.29927 -6.26865 -0.6 1.5 2.0
H 1.82629 -2.17716 -6.70608 0.5 0.5 0.1
C 2.95348 3.46797 5.44570 0.2 -1.9 -0.8
F -0.65064 -1.45304 7.19132 0.7 0.4 0.3
H -3.47000 -3.97411 -1.12750 0.7 0.4 0.4
O 4.22956 1.49388 -4.15988 0.6 0.7 -1.3
H 3.05974 0.87907 6.22651 -0.2 -0.6 -0.1
H -2.26794 -2.85113 -2.09556 0.3 -0.6 0.5
H 3.91460 3.08738 5.79140 0.3 0.1 -0.7
C 1.56063 1.14171 -5.37878 -0.2 -1.2 0.9
H 3.41717 -0.74586 -7.50819 0.4 0.3 -0.2
C 3.28208 -0.67739 -4.78760 0.1 1.1 -0.3
O -6.06975 -4.15231 -1.88840 3.2 1.8 -3.9
O 2.52845 -0.81364 0.11147 1.0 0.2 -1.2
O -3.47620 -0.94697 4.58687 1.5 0.3 1.3
H -0.36312 2.27778 5.92327 -0.1 -0.2 -0.4
O 3.38742 0.56094 -1.74236 -0.2 -0.5 -1.3
C -3.42482 5.28567 2.85516 -1.8 -1.7 -1.2
C -0.25393 2.90796 5.04063 1.4 0.8 0.1
C -0.03773 -4.84825 -3.19744 1.1 1.8 -0.9
C -3.16867 1.13067 -3.41283 0.0 -1.0 -1.5
H 3.53207 2.36161 3.07056 -0.9 -0.2 -0.6
H -5.82052 -1.51663 -3.56641 0.0 0.1 0.1
F 0.22506 -5.94255 -3.92426 0.2 0.9 0.2
C 2.45198 -2.59673 4.13884 4.8 -0.6 2.2
O 2.27762 -3.37834 -3.80636 -2.0 0.0 -0.1
H 1.53073 1.64514 6.73113 -0.1 -0.1 -0.2
C -0.17827 1.24905 -0.97313 0.8 -1.1 1.4
C 4.55805 0.19185 -4.57345 -1.1 -0.5 0.2
F 4.90070 -1.89897 -1.88760 0.7 0.4 1.4
C -5.01527 3.08399 0.02357 -0.5 0.5 0.0
H -3.17347 4.54618 3.61547 0.1 0.8 0.5
F -4.02944 1.72319 -4.23758 -0.5 -0.4 -0.6
H 0.99962 3.28549 3.35117 0.7 -0.1 -0.1
H -5.12941 4.04538 -0.47723 -0.5 -0.1 -0.4
H 0.94508 -1.56719 -5.29311 -0.3 -0.4 -0.2
F 1.87161 -1.45621 3.98270 -2.0 1.8 -0.8
C 0.94221 2.49359 4.09797 -1.6 -0.3 1.3
H 5.16836 0.23288 -5.47563 -0.2 0.4 -0.3
O -1.49009 0.48887 -5.38371 -1.1 -0.5 -0.2
S -2.35584 -0.36425 5.35554 -0.8 1.8 -0.9
S 1.46047 -3.70881 -2.62750 2.9 0.5 1.4
C 2.96799 0.20520 -7.22215 -0.3 -0.9 1.7
H -0.85624 -1.53449 2.32708 0.0 0.0 0.0
C -6.31661 -2.48641 -3.60535 0.6 -0.4 -1.1
H -1.13278 1.63079 -0.61079 -0.3 -0.4 -0.6
O -2.18173 -0.66767 0.35447 4.1 0.0 -0.4
F 1.61127 -3.56855 4.37674 -0.5 -0.3 -0.7
N 2.27319 2.19146 4.78581 -0.9 1.7 1.4
H 2.66668 -0.68247 -3.88796 0.2 -0.1 0.1
C -3.27092 -3.10197 -1.75028 -0.4 0.0 -0.8
H 2.88514 0.62859 3.42517 0.0 0.4 -0.1
H 5.23064 -0.32153 -3.88630 -0.4 -0.2 0.5
H 0.52430 1.63777 -0.23597 0.5 0.2 -0.5
H 0.71043 1.56033 -5.91731 0.2 -1.0 -0.9
N -0.11053 -0.27409 -0.77613 -1.7 1.0 0.5
H 1.13299 0.71573 -4.47117 0.0 0.7 0.4
O 4.47881 -3.57707 5.78688 -0.7 1.2 -1.2
H -1.20792 2.93674 4.51416 0.2 -0.6 -0.3
O 4.41501 -1.10320 5.51960 -1.2 -0.9 -0.8
S -2.10073 -0.21014 -4.27891 0.1 -1.6 1.4
C 3.21332 1.60343 3.78585 1.4 0.8 1.0
H -0.22935 4.94026 4.99921 0.0 -0.3 -0.3
F -0.73132 -5.21764 -2.16233 -0.7 -0.4 1.2
C -5.54084 -3.50360 -2.81915 -2.7 -0.6 4.2
H -5.33953 4.16434 2.54413 0.0 -0.3 1.1
H 0.23166 -0.21769 2.15261 0.3 0.1 -0.3
O -3.06418 2.76499 1.35519 0.1 1.2 0.7
H 1.46662 0.39915 5.40808 0.2 -0.4 0.7
F -3.88504 0.51313 -2.46309 0.1 0.4 0.6
H -2.59736 5.38840 2.15312 -0.1 0.3 0.1
H -4.77855 2.30376 -0.69983 1.0 0.2 0.3
O -2.70673 0.82610 6.17107 0.2 -1.7 -0.3
F 6.30077 -0.70078 -0.60024 -1.2 -0.6 -0.6
C -4.04720 3.37224 1.13037 -0.1 -2.1 -0.8
H -4.99192 5.20355 1.42779 0.0 0.4 -0.4
F 3.24893 -2.80935 3.04379 -1.3 -0.3 0.6
H 3.03576 4.17957 4.62415 0.1 0.2 0.5
N 2.29884 -0.11743 -5.88495 0.3 -0.4 -2.0
O -1.19535 -0.01743 4.48933 -0.4 -1.1 1.0
H 2.12042 0.37764 -7.88547 0.5 0.7 -0.2
C -1.77760 -1.75102 6.61736 -2.1 0.6 0.3
C 5.08633 -1.30818 -0.66808 -0.5 -0.1 0.8
H -5.96323 2.71406 0.41424 -0.3 0.5 0.3
H 0.64306 -1.81368 1.42346 0.2 0.3 -0.3
S 3.65283 -0.03549 -0.45521 -0.8 0.8 3.2
O 2.24096 -4.52417 -1.72118 -1.2 -0.5 -0.3
O -3.07057 -1.34863 -4.49177 1.2 2.5 -0.3
H 0.54544 -0.89588 -6.88243 0.2 0.0 -0.1
H -3.68377 -2.17511 -1.35204 -0.3 -0.2 0.0
S 3.65404 -2.36196 5.70485 0.4 -1.2 2.9
O 0.00123 4.21321 5.58216 0.2 0.3 0.5
O 0.88590 -2.53298 -1.91627 -0.7 -1.4 -1.7
H 0.60443 1.55992 3.64823 0.3 -0.1 -0.2
H 0.05374 1.47242 -2.01446 0.0 0.1 0.4
C -0.93664 -0.71540 0.42478 -3.2 0.3 -0.2
F -2.73297 -1.95067 7.64788 1.3 0.5 -1.9
F -2.45383 2.13315 -2.94273 0.7 0.0 1.0
N -3.99425 -3.45657 -3.02995 -2.5 -0.7 0.8
H 3.69077 0.99432 -7.01485 -0.2 0.1 -0.7
H 2.23517 1.98051 -5.20705 0.4 -0.7 0.1
N -4.54629 4.53752 2.04254 1.4 0.0 -0.9
H -0.41103 -0.69122 -1.64550 -1.0 -0.5 -0.6
H -3.76120 -4.38245 -3.35936 0.6 -0.5 0.1
H 0.80182 -0.70042 -0.69899 1.8 0.3 0.6
C 2.05858 1.16717 5.90590 0.0 0.7 -0.9
F -0.86030 -4.01295 -3.93839 0.1 -0.7 0.0
H 3.51160 -1.71407 -5.03400 -0.1 0.1 -0.2
F 5.05032 -2.23067 0.34259 -0.1 1.2 -1.8